Entry 1:
ORCA calculation (the ωB97M-V functional and the def2-TZVPD basis) on the molecule C15H21N3O5 at a distorted geometry.

As for the SMILES: COc1ccc(CN2CCNC(=O)[C@H]2CC(=O)NO)cc1OC. For the LUMO energy, the calculation gives 0.5646 eV. Its total charge is 0. Its energy is -30598.1839 eV. The largest force on an atom is 5.126 eV Å⁻¹.

Each line ends with the Löwdin charge.
Cartesian coordinates (Å):
1 C -3.66499 -1.21978 1.72695  -0.05
2 O -2.75242 -2.21595 2.26068  -0.08
3 C -1.46871 -1.81462 1.91163  -0.24
4 C -0.82177 -2.52197 0.83439  0.07
5 C 0.40114 -1.91903 0.32445  -0.02
6 C 0.84789 -0.66968 0.72568  -0.22
7 C 2.09853 -0.00264 0.13770  -0.10
8 N 1.64099 1.19614 -0.59517  -0.14
9 C 2.21581 2.49407 -0.27808  -0.16
10 C 1.09993 3.54660 -0.46406  -0.17
11 N 0.61835 3.62535 -1.82930  0.06
12 C 0.35700 2.46388 -2.41937  -0.40
13 O -0.38153 2.59469 -3.44753  -0.01
14 C 0.73630 1.05678 -1.81964  -0.12
15 C 1.47798 0.15818 -2.88509  -0.02
16 C 1.03531 -1.29378 -2.76490  -0.51
17 O 1.83862 -2.21102 -2.68222  0.04
18 N -0.30415 -1.58319 -2.89649  0.04
19 O -0.81062 -2.83661 -3.45553  -0.03
20 C 0.18188 -0.00006 1.71925  0.06
21 C -0.89445 -0.63537 2.33908  -0.31
22 O -1.46522 -0.18373 3.42981  -0.08
23 C -1.27043 -0.90868 4.63187  -0.02
24 H -4.58148 -1.33663 2.21584  0.07
25 H -3.84390 -1.31819 0.67142  0.09
26 H -3.37589 -0.15874 1.95277  0.11
27 H -1.31810 -3.22643 0.13862  0.12
28 H 0.85490 -2.40467 -0.46085  0.06
29 H 2.78192 0.13592 1.03392  0.16
30 H 2.43836 -0.74711 -0.46034  0.06
31 H 3.10543 2.66636 -0.92184  0.12
32 H 2.54511 2.48280 0.80162  0.13
33 H 1.44599 4.49276 -0.13926  0.10
34 H 0.20661 3.31352 0.17932  0.13
35 H -0.02022 4.40674 -2.14789  0.19
36 H -0.23167 0.71055 -1.38966  0.16
37 H 1.16779 0.43332 -3.93671  0.15
38 H 2.54973 0.22607 -2.82981  0.12
39 H -0.89192 -0.76216 -2.93417  0.14
40 H -0.30646 -3.67069 -3.18997  0.13
41 H 0.43645 0.96858 2.14016  0.13
42 H -2.22544 -1.13283 4.94018  0.08
43 H -0.76238 -1.77484 4.45547  0.07
44 H -0.69030 -0.42394 5.37710  0.09



Entry 2:
ORCA calculation (the ωB97M-V functional and the def2-TZVPD basis) on a structure of composition C21H22FN3O at a distorted geometry.

For the LUMO energy, the calculation gives -0.6221 eV. Its total charge is 0. Its energy is -31353.2097 eV. The largest force on an atom is 16.156 eV Å⁻¹.

Each line ends with the Löwdin charge.
Cartesian coordinates (Å):
1 C -4.31042 -1.76097 2.62531  -0.05
2 C -3.94043 -1.23815 1.16085  -0.17
3 C -3.02385 -0.11799 0.94203  -0.02
4 C -2.88510 0.24435 -0.34452  -0.03
5 C -3.63965 -0.47804 -1.54113  -0.19
6 C -4.63699 -1.41328 -1.15391  -0.01
7 C -4.87290 -1.90903 0.24345  0.02
8 H -5.51047 -2.55805 0.13552  0.00
9 H -5.17146 -1.72133 -2.13822  0.12
10 N -3.25360 0.28154 -2.55780  0.08
11 C -2.43343 1.47062 -2.24385  0.07
12 C -2.20716 1.38948 -1.00927  -0.19
13 C -1.10861 2.06428 -0.48975  -0.27
14 O -0.60398 3.16797 -1.07389  -0.01
15 C -0.73217 2.15780 0.96531  -0.14
16 N 0.40569 1.37344 1.50551  -0.14
17 C 0.52419 -0.13993 1.00832  -0.10
18 C 0.95355 -0.24507 -0.40566  -0.04
19 N 2.40304 0.51311 -0.71359  -0.04
20 C 3.41106 -0.30945 -0.44628  -0.24
21 C 4.58403 0.02592 -0.01847  -0.24
22 C 5.65431 -0.64876 0.22221  -0.03
23 C 5.77431 -1.85589 -0.51470  -0.10
24 C 4.56135 -2.34252 -1.03300  -0.10
25 C 3.49148 -1.43474 -1.45003  0.05
26 H 2.70655 -1.92638 -1.75442  0.03
27 H 4.61699 -3.52753 -1.72191  0.18
28 H 6.70604 -2.41864 -0.60230  0.10
29 H 6.56415 -0.40897 0.69587  0.12
30 F 4.74688 1.16390 0.83513  -0.02
31 C 2.26164 1.92868 -0.37552  -0.15
32 C 1.72103 2.01619 0.98363  -0.18
33 H 2.50869 1.65226 1.83074  0.17
34 H 1.65036 2.98223 1.28830  0.07
35 H 1.51939 2.22120 -1.02176  0.07
36 H 3.26725 2.47956 -0.43148  0.17
37 H 0.33113 0.28810 -1.36917  0.20
38 H 1.02060 -1.24020 -0.42466  0.05
39 H 1.15054 -0.46887 1.64780  0.05
40 H -0.62579 -0.27309 1.15798  0.13
41 H -0.45037 3.12065 1.58708  0.15
42 H -1.67360 1.83681 1.93272  0.20
43 H -2.03544 1.85065 -2.99025  0.07
44 H -3.70473 -0.02364 -3.43683  0.17
45 H -2.78061 0.25979 1.75773  0.00
46 H -3.61266 -1.30129 3.27366  0.04
47 H -5.33249 -1.75753 2.83508  0.04
48 H -3.98834 -2.96918 2.62809  0.14



Entry 3:
ORCA calculation (the ωB97M-V functional and the def2-TZVPD basis) on a cluster of 13 separate species, C36H104F6N8O12P in total at a distorted geometry.

For the LUMO energy, the calculation gives 2.1209 eV. Its total charge is -1. Its energy is -101106.7493 eV. The largest force on an atom is 2.251 eV Å⁻¹.

Each line ends with the Löwdin charge.
Cartesian coordinates (Å):
1 P -0.44806 -0.37219 -0.32880  0.21
2 F 0.46002 0.94435 -0.06315  -0.15
3 F -1.40009 0.14883 0.90115  -0.18
4 F -1.27372 0.48051 -1.43858  -0.16
5 F -1.42714 -1.63025 -0.55834  -0.15
6 F 0.51307 -0.81486 -1.56595  -0.16
7 F 0.45062 -1.23337 0.71317  -0.15
8 C -2.42341 1.08572 4.08802  -0.05
9 C -1.04018 1.73222 4.21773  -0.41
10 C -0.62669 1.77747 5.69707  -0.21
11 O -1.63118 2.29872 6.52680  -0.20
12 C -1.88893 3.68306 6.37465  -0.10
13 N -0.06693 0.96967 3.42965  0.07
14 H -3.16199 1.61213 4.69798  0.07
15 H -2.40451 0.06754 4.48739  0.09
16 H -2.73246 1.02145 3.04452  0.06
17 H -1.04494 2.75315 3.82258  0.13
18 H 0.32281 2.31106 5.84550  0.12
19 H -0.38083 0.76997 6.04455  0.12
20 H -0.91798 4.18750 6.35530  0.09
21 H -2.42366 4.05198 7.24712  0.08
22 H -2.47969 3.88279 5.47963  0.08
23 H 0.00273 0.01875 3.78898  0.07
24 H -0.54387 0.82827 2.53926  0.04
25 C -0.35530 0.49985 -4.72786  -0.07
26 C 0.92100 1.31944 -4.44942  -0.38
27 C 1.09168 2.32187 -5.57200  -0.23
28 O 2.19216 3.18238 -5.38311  -0.15
29 C 2.47649 3.92397 -6.52035  -0.15
30 N 0.66429 1.98952 -3.14566  0.07
31 H -0.30926 -0.09112 -5.65605  0.08
32 H -1.21678 1.15870 -4.80684  0.06
33 H -0.49430 -0.24079 -3.94167  0.06
34 H 1.79562 0.67342 -4.36637  0.12
35 H 0.16489 2.83755 -5.85034  0.12
36 H 1.22576 1.71648 -6.48637  0.12
37 H 2.80971 3.30779 -7.37028  0.08
38 H 3.26969 4.65844 -6.38074  0.08
39 H 1.60105 4.47204 -6.89818  0.08
40 H -0.26936 2.39863 -3.27343  0.04
41 H 0.43950 1.17643 -2.57601  0.01
42 C -4.05697 -0.14096 -4.20014  -0.07
43 C -3.58268 -1.55868 -4.44616  -0.43
44 C -3.05003 -2.21706 -3.17564  -0.19
45 O -2.66493 -3.53356 -3.55213  -0.20
46 C -2.53392 -4.41514 -2.46800  -0.12
47 N -4.72629 -2.34743 -4.95091  0.03
48 H -4.88284 -0.12921 -3.49018  0.08
49 H -4.35792 0.31660 -5.14560  0.08
50 H -3.21556 0.46799 -3.86309  0.05
51 H -2.79725 -1.50851 -5.20879  0.13
52 H -3.77420 -2.28330 -2.35668  0.12
53 H -2.18046 -1.65615 -2.82666  0.10
54 H -1.83386 -4.03120 -1.71101  0.07
55 H -2.12227 -5.33432 -2.87839  0.09
56 H -3.45742 -4.55138 -1.89046  0.09
57 H -4.46450 -3.33018 -4.88826  0.06
58 H -4.78358 -2.19469 -5.95475  0.07
59 C 5.51244 1.82544 -0.61045  -0.06
60 C 4.37225 0.91837 -1.04998  -0.42
61 C 4.20413 -0.22784 -0.05864  -0.22
62 O 5.27364 -1.15363 -0.10699  -0.17
63 C 5.01240 -2.26734 0.70163  -0.12
64 N 3.16583 1.77983 -1.16428  0.09
65 H 5.59864 2.65720 -1.30862  0.07
66 H 6.44272 1.26003 -0.52265  0.07
67 H 5.29437 2.30655 0.34865  0.07
68 H 4.56283 0.52048 -2.05059  0.13
69 H 3.25029 -0.73334 -0.28728  0.11
70 H 4.02686 0.13215 0.96515  0.12
71 H 4.77272 -1.93135 1.71768  0.08
72 H 5.90149 -2.87940 0.86634  0.09
73 H 4.22405 -2.91254 0.30562  0.07
74 H 2.99363 2.00107 -0.17789  0.04
75 H 2.41077 1.09844 -1.27495  0.03
76 C 1.01772 6.22475 1.08376  -0.06
77 C 1.78107 5.67468 -0.14354  -0.43
78 C 3.26835 5.74139 0.04669  -0.22
79 O 3.96431 5.26792 -1.09681  -0.17
80 C 5.32219 5.59673 -0.97291  -0.15
81 N 1.35543 4.31431 -0.49212  0.07
82 H 1.45940 7.20258 1.32350  0.06
83 H 1.14379 5.59210 1.96333  0.07
84 H -0.03254 6.40697 0.86538  0.07
85 H 1.53032 6.34043 -0.97747  0.13
86 H 3.61065 5.18573 0.93071  0.12
87 H 3.55411 6.80015 0.14628  0.12
88 H 5.43945 6.69217 -0.98383  0.08
89 H 5.90255 5.22944 -1.81648  0.08
90 H 5.76341 5.26269 -0.02674  0.08
91 H 1.62619 3.71350 0.29822  0.03
92 H 0.33481 4.27243 -0.43573  0.04
93 C -0.70378 -7.15209 4.88676  -0.07
94 C 0.54765 -6.86823 4.08580  -0.44
95 C 0.42567 -5.57498 3.29779  -0.23
96 O -0.54392 -5.72488 2.28479  -0.18
97 C -0.85158 -4.49995 1.65759  -0.10
98 N 1.74852 -6.85763 4.93337  0.04
99 H -0.64743 -8.07445 5.47368  0.08
100 H -1.58665 -7.20069 4.25113  0.08
101 H -0.93175 -6.43357 5.68548  0.08
102 H 0.64157 -7.70576 3.38722  0.13
103 H 1.37071 -5.29327 2.81659  0.12
104 H 0.14116 -4.78785 4.01009  0.13
105 H -1.22873 -3.76532 2.37757  0.09
106 H -1.55454 -4.62160 0.83772  0.08
107 H 0.07495 -4.08018 1.24332  0.07
108 H 1.43259 -6.65960 5.88124  0.06
109 H 2.35494 -6.06136 4.75480  0.06
110 C 3.03316 -1.81816 -3.68017  -0.06
111 C 3.33653 -3.22575 -3.23153  -0.43
112 C 2.42389 -3.71444 -2.11798  -0.20
113 O 2.93318 -4.96773 -1.67632  -0.20
114 C 2.31938 -5.40217 -0.47665  -0.11
115 N 3.22849 -4.11769 -4.39943  0.04
116 H 3.74433 -1.50767 -4.44488  0.08
117 H 3.00151 -1.13876 -2.82613  0.06
118 H 2.03267 -1.80106 -4.11907  0.08
119 H 4.35128 -3.30587 -2.82136  0.14
120 H 1.36035 -3.78420 -2.37500  0.14
121 H 2.49138 -3.01269 -1.27608  0.11
122 H 2.80601 -6.29688 -0.09623  0.09
123 H 1.26994 -5.56845 -0.73347  0.09
124 H 2.38552 -4.66604 0.33284  0.07
125 H 3.21299 -5.07799 -4.06552  0.06
126 H 4.04618 -4.05879 -4.99481  0.06
127 C -6.14657 -0.16841 3.60394  -0.05
128 C -6.31471 0.32009 2.13554  -0.44
129 C -6.73584 -0.82463 1.23981  -0.22
130 O -5.77677 -1.86153 1.13878  -0.19
131 C -4.56188 -1.41653 0.54747  -0.09
132 N -7.33631 1.36678 2.05349  0.02
133 H -7.12519 -0.35943 4.04560  0.07
134 H -5.63858 0.57941 4.21195  0.06
135 H -5.56370 -1.08911 3.52164  0.08
136 H -5.38519 0.81005 1.84332  0.12
137 H -6.95620 -0.47736 0.22127  0.13
138 H -7.65756 -1.28164 1.60939  0.13
139 H -4.81550 -0.90601 -0.38774  0.09
140 H -3.87735 -2.24079 0.37483  0.08
141 H -4.03556 -0.68579 1.16512  0.07
142 H -8.28391 1.02194 2.16305  0.06
143 H -7.19640 2.01164 2.82338  0.06
144 C -2.75869 3.60810 -3.25465  -0.14
145 O -1.63180 3.64034 -4.12180  -0.14
146 H -2.85719 2.59110 -2.87288  0.07
147 H -2.58863 4.25239 -2.39244  0.07
148 H -3.67761 3.92739 -3.75700  0.07
149 H -1.15424 4.46455 -3.99874  0.09
150 C -2.42795 3.09995 0.66579  -0.13
151 O -1.40690 3.29491 -0.31344  -0.16
152 H -3.14037 3.92278 0.59729  0.08
153 H -3.00478 2.22085 0.36184  0.07
154 H -1.99417 3.01032 1.66222  0.06
155 H -0.85855 2.49398 -0.29090  0.04
156 C 2.88589 2.56193 2.83386  -0.16
157 O 1.85561 2.57421 1.87086  -0.17
158 H 3.36597 1.57895 2.84135  0.06
159 H 3.60420 3.34968 2.60547  0.07
160 H 2.55161 2.76915 3.85765  0.07
161 H 1.11547 2.04325 2.22388  0.04
162 C 2.02779 -2.02926 3.65121  -0.15
163 O 1.34197 -1.44907 4.75021  -0.13
164 H 2.06733 -1.35205 2.78850  0.07
165 H 3.05131 -2.31113 3.91105  0.08
166 H 1.46504 -2.87796 3.26262  0.06
167 H 1.89427 -0.70131 5.00447  0.08



Entry 4:
ORCA calculation (the ωB97M-V functional and the def2-TZVPD basis) on a cluster of 2 separate species, C7H14N3O in total at a distorted geometry.

For the LUMO energy, the calculation gives -5.1984 eV. Its total charge is +1. Its energy is -13993.4989 eV. The largest force on an atom is 3.880 eV Å⁻¹.

Each line ends with the Löwdin charge.
Cartesian coordinates (Å):
1 C -2.60672 -0.71521 -0.14737  0.07
2 C -1.46650 -0.18560 0.30898  -0.10
3 C -3.82098 0.11370 0.07640  -0.55
4 C 1.10670 1.08493 1.28598  -0.01
5 C 2.40152 -0.62373 -0.07191  -0.08
6 C 0.98812 1.13181 -1.34602  0.00
7 C 1.32338 0.36216 -0.08560  -0.31
8 N -0.09501 -2.01267 0.40801  0.27
9 N -4.92085 -0.22814 -0.66124  0.18
10 N -0.29838 -0.82881 0.12514  -0.07
11 O -3.74342 1.00967 0.85988  0.09
12 H -2.63306 -1.42768 -0.93885  0.12
13 H -1.54590 0.89853 0.66549  0.17
14 H 0.56043 1.94503 1.03634  0.07
15 H 0.66757 0.55066 2.12805  0.11
16 H 2.09158 1.28578 1.58584  0.08
17 H 2.29870 -1.62093 -0.72918  0.15
18 H 2.59044 -1.00976 1.01458  0.13
19 H 3.36941 -0.11173 -0.29244  0.13
20 H 0.08260 0.77511 -1.73156  0.07
21 H 0.92219 2.22146 -1.19342  0.11
22 H 1.76579 0.83509 -2.07483  0.11
23 H 0.83714 -2.11843 0.17844  0.01
24 H -4.99599 -0.87674 -1.41468  0.10
25 H -5.74137 0.37423 -0.79527  0.13



The records above give, respectively, frontier orbital gap values of 0.3270, 0.2596, 0.2832, 0.3114 Eh.